1.
76
Properties=species:S:1:pos:R:3 method="wB97M-V/def2-TZVPD" spin_multiplicity=1 e_above_lowest_kj_mol=604.72 energy_ev=-41370.008 charge=+1 molar_mass_g_mol=500.71 orbital_gap_ev=4.61 homo_energy_ev=-10.32
C -6.5164 -0.3160 4.1406
C -5.1709 -0.0333 3.5692
C -4.6615 1.2665 3.5761
C -3.3655 1.5375 3.1643
C -2.8833 2.9548 3.3093
C -2.5613 0.4490 2.7793
N -1.2086 0.6344 2.4543
C -0.0404 0.1930 3.1727
N 1.0239 0.6229 2.3339
C 2.4070 0.3799 2.4685
C 2.8478 -0.9455 2.3808
C 1.9271 -2.0608 1.9892
C 4.1642 -1.2051 2.7143
C 5.0676 -0.1844 2.9947
C 6.4726 -0.5028 3.3792
C 4.6222 1.1450 2.9093
C 3.2989 1.4699 2.6105
C 2.8970 2.9164 2.5392
C 0.5845 1.3771 1.1480
C -0.9077 1.3520 1.2069
C -3.0864 -0.8281 2.6296
C -2.2675 -1.9538 2.0684
C -4.3720 -1.0618 3.0779
H -6.8911 -1.2906 3.7954
H -6.4842 -0.3478 5.2457
H -7.2451 0.4634 3.8590
H -5.2852 2.0880 3.9522
H -1.9420 3.1612 2.7869
H -3.6505 3.6519 2.9222
H -2.7317 3.2021 4.3735
H 2.5129 -2.9716 1.8665
H 1.1942 -2.2620 2.7709
H 1.3795 -1.8714 1.0576
H 4.4976 -2.2339 2.7720
H 7.0403 0.4143 3.5629
H 6.5010 -1.1141 4.2879
H 6.9759 -1.0710 2.5898
H 5.3391 1.9583 3.1187
H 3.6198 3.5128 3.0926
H 2.8967 3.2994 1.5179
H 1.9200 3.0820 2.9813
H 0.9775 2.3976 1.1365
H 0.9858 0.9051 0.2391
H -1.3386 0.8044 0.3552
H -1.3352 2.3577 1.1665
H -2.9197 -2.8238 1.9077
H -1.7797 -1.7116 1.1067
H -1.4796 -2.2808 2.7695
H -4.7591 -2.0805 3.0648
C 1.1916 -0.6508 5.3914
C 0.0556 -0.6585 4.3366
N -1.1768 -0.6291 5.3703
C -2.1710 -1.5555 5.7593
C -2.3286 -2.9078 5.4439
C -3.5247 -3.5177 5.8108
C -4.5214 -2.8059 6.4997
C -4.3429 -1.4580 6.8665
C -3.1358 -0.8564 6.5307
C -2.6861 0.5196 6.6613
C -1.4542 0.5843 5.9774
C -0.6461 1.7077 5.9070
C -1.1717 2.8822 6.4393
C -2.4490 2.8805 7.0180
C -3.2292 1.7125 7.1355
H 2.0839 -1.2574 5.2077
H -0.0581 0.7555 4.0985
H 1.1524 -0.1686 6.3884
H 0.0033 -1.6224 3.8699
H -1.5419 -3.4452 4.9429
H -3.7101 -4.5547 5.5649
H -5.4689 -3.3063 6.7615
H -5.1205 -0.8696 7.3743
H 0.3635 1.6011 5.5148
H -0.5774 3.7881 6.3936
H -2.8504 3.8190 7.4045
H -4.2415 1.7125 7.5558



2.
13
Properties=species:S:1:pos:R:3 method="wB97M-V/def2-TZVPD" spin_multiplicity=1 e_above_lowest_kj_mol=62.15 energy_ev=-9368.514 charge=-1 molar_mass_g_mol=91.09 orbital_gap_ev=8.97 homo_energy_ev=-4.63
C 1.0479 -0.6106 -0.7242
O 1.3599 -0.5884 0.6566
C 0.5998 0.7413 -1.2675
H 1.9102 -0.9940 -1.2791
H 0.2851 -1.3841 -0.9136
H 0.5538 -0.1664 1.1276
H 1.2002 1.5483 -0.8547
H 0.6584 0.7546 -2.3639
H -0.4441 0.8991 -1.0159
O -2.2453 -0.6650 0.6851
C -1.7906 -0.0446 1.6623
O -0.7073 0.5970 1.7147
H -2.4279 -0.0872 2.5726



3.
7
Properties=species:S:1:pos:R:3 method="wB97M-V/def2-TZVPD" spin_multiplicity=1 e_above_lowest_kj_mol=133.38 energy_ev=-20078.631 charge=-1 molar_mass_g_mol=109.08 orbital_gap_ev=7.63 homo_energy_ev=-4.13
C 1.6174 0.8231 0.4658
O -2.0980 -1.7243 0.3042
O 1.7444 1.5832 -0.4259
O -1.8027 -0.4833 -1.7027
O 2.2378 0.3116 1.3145
S -1.7754 -0.4284 -0.2589
H 0.0765 -0.0820 0.3031



4.
13
Properties=species:S:1:pos:R:3 method="wB97M-V/def2-TZVPD" spin_multiplicity=1 e_above_lowest_kj_mol=317.64 energy_ev=-21131.399 charge=-2 molar_mass_g_mol=145.05 orbital_gap_ev="6.22 / 6.23" homo_energy_ev="0.00 / 0.00"
C -0.5324 1.6790 0.1728
C 2.5622 -0.4864 -0.0395
C 1.5328 -0.2450 -0.7051
C -0.5885 0.3155 0.4388
N -0.4127 2.7734 -0.1705
O -2.6527 -0.1532 -1.3703
O -2.0575 -2.0287 0.3235
O -2.9056 0.1674 1.1622
P -2.2161 -0.5826 0.0060
H 3.4143 -0.8233 -0.5701
H 2.6174 -0.0157 0.9959
H 1.3594 -0.5476 -1.6764
H -0.1206 -0.0528 1.4328



5.
82
Properties=species:S:1:pos:R:3 method="wB97M-V/def2-TZVPD" spin_multiplicity=5 e_above_lowest_kj_mol=0.00 energy_ev=-58471.549 charge=+3 molar_mass_g_mol=762.77 orbital_gap_ev="9.19 / 5.60" homo_energy_ev="-16.87 / -16.92"
Pt -0.1542 0.4024 -0.6776
C 1.4291 -1.8908 4.9808
C 1.9976 -1.3782 3.6470
C 3.3641 -0.7337 3.8629
C 1.0077 -0.4995 2.9287
C 1.3633 0.7577 2.4011
C 0.4309 1.5627 1.7938
C -0.9212 1.1404 1.6221
C -1.9856 2.1371 1.2863
C -1.2627 -0.1487 2.1409
C -0.3347 -0.9280 2.7697
H 2.1831 -2.4930 5.4842
H 0.5457 -2.5161 4.8649
H 1.1781 -1.0539 5.6341
H 2.1364 -2.2503 2.9886
H 3.2802 0.1705 4.4691
H 3.8680 -0.4838 2.9274
H 4.0099 -1.4260 4.3992
H 2.3716 1.1244 2.5301
H 0.7017 2.5611 1.4683
H -1.7283 2.7303 0.4072
H -2.0886 2.8319 2.1254
H -2.9479 1.6535 1.1301
H -2.2942 -0.4748 2.0580
H -0.6382 -1.8783 3.1895
C 1.2382 -2.3878 -1.6465
O 1.0224 -1.7179 -0.3773
H 0.2896 -2.6829 -2.0916
H 1.8718 -3.2598 -1.4973
H 1.7453 -1.6792 -2.2976
H 0.5128 -2.3111 0.1916
C 1.1069 4.7636 -2.7436
N 1.7737 3.5679 -2.1954
C 3.1309 3.4326 -2.1846
C 3.7461 2.3397 -1.6801
C 2.9374 1.2968 -1.1560
N 1.6012 1.4322 -1.2119
C 1.0070 2.5596 -1.7058
O -0.2353 2.5928 -1.6625
N 3.4438 0.2015 -0.6086
H 1.8393 5.5600 -2.8325
H 0.3124 5.0693 -2.0695
H 0.6840 4.5379 -3.7198
H 3.6877 4.2627 -2.5980
H 4.8231 2.2680 -1.6758
H 4.4413 0.0623 -0.5775
H 2.8355 -0.5246 -0.2530
N -1.8376 -0.4137 -0.9298
P -3.1212 -1.4175 -1.3776
C -4.4107 -1.1417 -0.1927
C -4.8964 -2.1801 0.6024
C -5.9350 -1.9241 1.4848
C -6.4782 -0.6484 1.5681
C -5.9979 0.3837 0.7652
C -4.9652 0.1423 -0.1218
C -2.3881 -3.0414 -1.2664
C -1.8248 -3.4571 -0.0531
C -1.2301 -4.7046 0.0235
C -1.1992 -5.5330 -1.0981
C -1.7667 -5.1200 -2.2961
C -2.3629 -3.8690 -2.3868
C -3.6044 -0.9700 -3.0236
C -4.9622 -0.9599 -3.3474
C -5.3475 -0.6762 -4.6478
C -4.3834 -0.4022 -5.6093
C -3.0299 -0.4115 -5.2833
C -2.6323 -0.6981 -3.9915
H -4.4879 -3.1796 0.5242
H -6.3277 -2.7239 2.0976
H -7.2931 -0.4564 2.2533
H -6.4420 1.3682 0.8229
H -4.6089 0.9338 -0.7722
H -1.8809 -2.8222 0.8252
H -0.8164 -5.0524 0.9615
H -0.7447 -6.5123 -1.0272
H -1.7576 -5.7734 -3.1578
H -2.8134 -3.5482 -3.3178
H -5.7108 -1.1724 -2.5944
H -6.3965 -0.6686 -4.9090
H -4.6866 -0.1787 -6.6234
H -2.2904 -0.1966 -6.0425
H -1.5785 -0.7099 -3.7355